57
Properties=species:S:1:pos:R:3 method="wB97M-V/def2-TZVPD" gap_ev="2.45 / 9.45" lumo_energy_ev="-0.1 / -0.2" spin_multiplicity=2 e_homo_ev="-2.5 / -9.6"
O -2.7360 -3.8421 0.8739
O -1.8303 -2.4742 -0.9560
O -2.3222 -0.6736 3.2068
O -0.2808 2.4817 -2.6938
O 0.6531 -0.6917 -3.2067
O -1.7415 -0.0793 0.2029
O 2.6289 1.9230 -2.4599
O 0.7040 -3.5624 -1.7027
O 1.4137 -3.1492 2.8918
O 3.7098 -1.7850 1.0509
O 1.0971 3.7925 -0.4575
O -2.0163 -0.3183 -2.9144
O 3.5733 -0.4775 -1.3867
O -2.4812 2.8667 -0.9185
N 1.0441 -0.8704 1.0613
C 0.2647 1.4276 1.2055
C -1.5272 2.5103 2.4701
C 0.4015 0.1832 1.7678
C -0.0428 2.4487 2.3428
H -1.2795 0.0246 -3.4728
H -2.0279 2.5884 1.5067
H 0.7086 -1.1974 -3.9994
H 3.5494 -1.3384 0.2143
H -3.4050 -3.1647 0.8878
H 0.6376 1.6709 0.2284
H -1.9976 3.4206 2.9181
H 1.4921 -1.5841 1.6792
H 1.7352 4.3376 0.0048
H 0.6673 4.2544 -1.1873
H -3.2536 3.2599 -0.4852
H -1.7871 1.5449 2.9257
H 1.9006 -0.6146 0.5568
H -0.9378 2.3538 -2.0118
H 3.4960 0.4592 -1.6142
H 3.9879 -1.0200 -2.0447
H -0.5938 3.1462 -3.3117
H 0.1648 -1.1972 -2.5488
H 0.1934 -0.0137 2.8054
H 0.4919 3.3435 2.0665
H -2.1749 -0.8936 -0.1729
H 0.3480 1.9720 3.2215
H 1.9139 2.1627 -1.8547
H -1.8726 -3.5159 0.5170
H -1.8527 -0.8374 2.3503
H 0.3358 -1.5058 0.5837
H 4.5762 -1.4887 1.3507
H -1.8231 3.1426 -0.2614
H 1.2334 -3.8821 -0.9581
H -2.3937 -1.5871 3.4992
H 0.6158 -3.6081 3.1137
H 0.8637 -4.2063 -2.4145
H 2.3169 1.0923 -2.8475
H -2.0087 0.4855 -2.3667
H 1.8150 -2.7071 3.6351
H -2.6400 -2.5046 -1.4848
H -2.3772 0.6458 0.1630
H -1.1304 -2.7478 -1.5688

=====

14
Properties=species:S:1:pos:R:3 method="wB97M-V/def2-TZVPD" gap_ev=9.50 lumo_energy_ev=-0.2 e_homo_ev=-9.6
O 2.9185 -0.3529 -0.1292
N -1.6720 0.7122 -0.1218
C -1.8801 -0.6520 0.7337
C -1.7556 -0.7085 -0.7369
C -0.2623 1.2110 -0.0051
C 1.6961 -0.6114 0.1048
C 0.9757 0.6602 0.0903
H -0.2250 2.4324 0.1047
H -0.8458 -0.9657 0.9793
H -0.8218 -0.9025 -1.2373
H -2.7525 -0.6796 1.4984
H 1.3343 -1.8026 0.5113
H 1.8117 1.4231 0.1603
H -2.7884 -1.0628 -1.2512

=====

48
Properties=species:S:1:pos:R:3 method="wB97M-V/def2-TZVPD" gap_ev=7.59 charge=+1 lumo_energy_ev=-4.1 e_homo_ev=-11.6
Pd -0.1179 0.5553 -1.1286
O 1.4125 0.1002 0.3277
O -2.9512 2.9636 -2.7959
N 0.2361 2.8066 -1.2916
N -1.8591 1.1730 -1.8976
N 0.3669 -0.9595 2.0743
N 2.6563 -1.1332 1.7036
N -0.9564 -1.3583 -2.1028
C -0.9435 -0.4100 1.8089
C -2.0313 2.4938 -2.1458
C 1.7497 -1.6480 3.9253
C 3.7967 -0.8444 0.8523
C -0.2041 5.4549 -0.6348
C -3.1036 -2.2977 -2.5022
C -1.2119 -3.7270 -2.2064
C 0.4771 -1.9352 3.1423
C 1.4599 -0.6386 1.3408
C -2.7787 0.2187 -2.4640
C -0.4431 -2.5881 -2.0531
C -2.5752 -3.5753 -2.4200
C 2.9316 -1.7738 2.9754
C 1.2064 3.5315 -0.7438
C -2.2663 -1.1958 -2.3456
C 1.0230 4.8569 -0.3797
C -0.9612 3.3691 -1.5272
C -1.2063 4.7059 -1.2367
H 1.8296 5.4099 0.0769
H -1.6310 -1.1844 1.4502
H 0.5058 -2.9520 2.7310
H 2.1563 3.0257 -0.6102
H -4.1530 -2.1542 -2.6942
H 3.8163 -1.2983 3.4083
H -3.7727 0.3038 -2.0013
H -0.7579 -4.7052 -2.1591
H 1.8642 -2.3472 4.7504
H -0.4049 -1.8495 3.7768
H 4.0736 0.2102 0.9082
H 3.5542 -1.0740 -0.1860
H 1.6957 -0.6385 4.3333
H -1.3504 0.0163 2.7300
H -2.1716 5.1259 -1.4752
H 3.1611 -2.8296 2.7929
H -0.8722 0.3992 1.0526
H -2.9252 0.4604 -3.5286
H 4.6366 -1.4573 1.1675
H 0.6277 -2.6542 -1.8975
H -3.2134 -4.4383 -2.5326
H -0.3752 6.4864 -0.3680

=====

126
Properties=species:S:1:pos:R:3 method="wB97M-V/def2-TZVPD" gap_ev=6.49 lumo_energy_ev=-1.4 smiles="C#C[C@@H](O[C@H](CCCSC(=S)N(c1ccccc1)c1ccccc1)[C@H](CC(=O)N(C)C)OCB(O)O)[C@@H](C)CCC.O=[N+]([O-])c1ccccc1.O=[N+]([O-])c1ccccc1.O=[N+]([O-])c1ccccc1" e_homo_ev=-7.9
S -2.6715 -3.2351 1.0458
S -0.4677 -1.4332 0.0273
O 7.4649 -2.5067 -2.7757
O 3.7751 2.9524 -2.0939
O 0.8536 -0.6929 -2.8937
O -7.8847 3.7596 1.7266
O 3.7263 -1.2862 -2.1843
O 1.7204 1.5116 -3.3269
O -7.0081 5.6102 1.0419
O -9.1231 -3.9722 -4.6889
O -10.3893 -5.4150 -5.6769
O 4.2458 1.9402 -0.2492
O 5.5833 -2.9451 0.5514
N -7.5744 4.9303 1.8805
N -10.1043 -4.6968 -4.7349
N 8.2142 -0.3341 -3.0685
N 4.0763 2.9514 -0.9060
N -3.1561 -0.9867 -0.5116
C 7.2620 -1.3431 -2.5200
C 3.1682 -2.9004 0.1817
C 8.3999 -2.0802 1.0044
C -6.3859 -2.9884 -2.8436
C -3.7906 -0.0280 0.3991
C -5.2689 2.0255 2.0114
C -4.8110 0.8945 -0.2182
C 4.7309 5.5054 1.7402
C 8.6143 0.6409 -2.0232
C 4.8610 -1.7310 -1.4353
C 0.5682 -2.8045 0.6738
C -8.5365 4.8147 4.1495
C -5.5716 1.9068 0.5446
C 4.5995 4.2790 1.1042
C 2.0290 -2.2391 1.0736
C 10.2733 -0.3147 1.3603
C 7.5953 0.4208 -4.1869
C -12.9819 -5.5062 -2.4888
C 9.8547 -1.8373 1.5865
C -12.7226 -4.6675 -1.4108
C 4.1455 6.6381 -0.3068
C -8.8715 5.4223 5.3523
C -11.5984 -3.8500 -1.4140
C 3.1605 -0.0646 -1.6774
C -7.9472 7.5051 4.5654
C -7.9099 5.5628 3.1604
C -12.1213 -5.5237 -3.5784
C -10.7318 -3.8640 -2.4987
C -5.4399 -2.2790 -0.5693
C 4.2375 4.2437 -0.2373
C -4.1315 -1.7805 -2.7020
C -2.2422 -1.8965 0.1768
C -8.5810 6.7660 5.5576
C -4.2406 -1.6905 -1.2087
C 4.2288 -1.9037 3.7729
C -6.5284 -2.9481 -1.3573
C 4.5000 6.6824 1.0368
C 6.1082 -0.7747 -1.6116
C 4.0148 5.4158 -0.9509
C 7.2090 -1.5226 1.8992
C -4.2457 1.1414 2.6267
C 4.5260 -2.0657 0.1103
C -11.0041 -4.6980 -3.5766
C 4.9432 -2.4163 2.9335
C -3.4975 0.0935 1.8550
C -5.1805 -2.4247 -3.5264
C 6.0676 -2.6575 1.8633
C 7.6168 -1.2797 3.4276
C -7.6066 6.9039 3.3611
B 1.8759 0.2703 -2.6453
H 6.7766 -0.7774 4.0045
H 10.4497 -0.2070 0.2404
H 7.8309 -2.2713 3.9168
H 8.3995 -1.7233 -0.0615
H -9.3631 4.8492 6.1297
H 0.1136 -3.3222 1.5766
H 5.8432 0.2478 -2.0363
H -5.0217 0.8291 -1.3253
H 3.7381 5.3927 -1.9978
H -3.2168 -1.3376 -3.1907
H 8.6387 0.2108 -0.9803
H 5.1538 -2.7382 -1.8796
H 2.7319 -3.1542 -0.8246
H 10.0148 -2.2090 2.6352
H 5.0099 5.5453 2.7866
H 2.7510 -0.1227 -0.6259
H 7.9215 1.5497 -1.9631
H 3.9680 7.5582 -0.8512
H -5.0592 -2.4370 -4.6395
H 6.9581 1.3019 -3.8655
H -7.1131 7.4890 2.5949
H -6.3129 2.5723 0.0198
H -12.3344 -6.1785 -4.4144
H 8.4946 -0.5636 3.5191
H -13.4008 -4.6503 -0.5644
H -8.7703 3.7678 3.9987
H 2.1926 -2.6199 2.1314
H 0.7451 -3.6020 -0.1104
H -7.7213 8.5522 4.7303
H -4.0116 1.2634 3.7217
H -13.8580 -6.1440 -2.4807
H 2.3408 2.1667 -2.9404
H -9.8586 -3.2226 -2.4908
H -7.4354 -3.3673 -0.8333
H 4.7786 3.3681 1.6624
H 2.0433 -1.1147 1.1123
H 4.5960 7.6392 1.5387
H -7.2128 -3.4618 -3.4565
H 9.4401 0.3955 1.6210
H 4.4806 -1.0665 0.6300
H 6.5641 -0.5658 -0.5977
H 8.2649 -3.2107 0.9505
H 10.5612 -2.4452 0.9304
H 8.3957 0.8508 -4.8704
H -11.3993 -3.1987 -0.5708
H 3.4696 -1.4745 4.4723
H 3.4155 -3.8970 0.6726
H -5.5694 -2.2353 0.5429
H 3.8324 0.8438 -1.7467
H 11.2537 -0.0950 1.8673
H -0.0070 -0.3167 -2.6264
H -2.7197 -0.5573 2.3442
H 6.8020 -0.5173 1.5466
H 6.6079 -3.5986 2.2099
H 9.6599 1.0528 -2.2073
H -8.8509 7.2400 6.4952
H -5.8350 2.7997 2.5846
H 6.9098 -0.2883 -4.7390

=====

Which calculated total energy belongs to each record? In order, -34915.2140, -8830.5807, -34043.8877, -104058.3790 eV.